(1)
The following is a quantum chemistry calculation of C5H9N in the gas phase at a distorted geometry, from OMol25.

Last columns: bonded neighbours and bond lengths (Å).
Geometry (Å):
1 N -0.1583 0.3809 -1.6238  C2 1.421, C3 1.288
2 C -0.7927 0.1700 -0.3699  N1 1.421, C4 1.351, C5 1.495
3 C 1.0536 0.0465 -1.9024  N1 1.288, H10 1.084, H11 1.097
4 C -2.0181 -0.3970 -0.3154  C2 1.351, H13 1.079, H15 1.086
5 C -0.0245 0.7775 0.7602  C2 1.495, C6 1.580, H9 1.099, H14 1.083
6 C 0.8235 -0.3399 1.4883  C5 1.580, H7 1.090, H8 1.099, H12 1.073
7 H 0.1779 -0.9261 2.1420  C6 1.090
8 H 1.3223 -1.1052 0.8769  C6 1.099
9 H 0.6536 1.4882 0.2683  C5 1.099
10 H 1.6927 0.7406 -2.4366  C3 1.084
11 H 1.3466 -1.0044 -2.0214  C3 1.097
12 H 1.5204 0.0972 2.1774  C6 1.073
13 H -2.5712 -0.4000 -1.2419  C4 1.079
14 H -0.7354 1.1331 1.4959  C5 1.083
15 H -2.2903 -0.6613 0.7022  C4 1.086

## Properties
Molar mass ... 83.1 g/mol
Lowest unoccupied orbital energy ... 0.249 eV
HOMO ... -7.828 eV
Energy relative to the best compared isomer or geometry (same formula, charge and spin) ... 297.6 kJ/mol
Charge ... 0


(2)
The following is a quantum chemistry calculation of C5H9N in the gas phase, from OMol25.

Last columns: bonded neighbours and bond lengths (Å).
Geometry (Å):
1 N 0.6249 0.2215 -0.3634  C3 1.437, C5 1.436, C6 1.441
2 C -1.7011 -0.5701 0.1002  C4 1.502, C5 1.500, H9 1.087, H13 1.086
3 C 1.9826 0.4085 0.0693  N1 1.437, C6 1.495, H10 1.087, H11 1.096
4 C -1.7125 0.9187 -0.0968  C2 1.502, C5 1.504, H7 1.085, H8 1.086
5 C -0.5124 0.2469 0.5131  N1 1.436, C2 1.500, C4 1.504, H12 1.093
6 C 1.5310 -0.8870 -0.5240  N1 1.441, C3 1.495, H14 1.091, H15 1.090
7 H -1.5463 1.2866 -1.1043  C4 1.085
8 H -2.3805 1.5172 0.5148  C4 1.086
9 H -1.5916 -1.2205 -0.7634  C2 1.087
10 H 2.5268 1.1387 -0.5242  C3 1.087
11 H 2.2375 0.4081 1.1351  C3 1.096
12 H -0.3312 0.3849 1.5821  C5 1.093
13 H -2.3451 -0.9595 0.8828  C2 1.086
14 H 1.7566 -1.1446 -1.5594  C6 1.091
15 H 1.4614 -1.7495 0.1382  C6 1.090

## Properties
Molar mass ... 83.1 g/mol
Lowest unoccupied orbital energy ... 1.314 eV
HOMO ... -8.686 eV
Energy relative to the best compared isomer or geometry (same formula, charge and spin) ... 225.4 kJ/mol
Charge ... 0


(3)
The following is a quantum chemistry calculation of C5H9N in the gas phase at a distorted geometry, from OMol25.

Last columns: bonded neighbours and bond lengths (Å).
Geometry (Å):
1 N -2.2222 1.3287 -1.4489  C3 1.462, H7 1.010, H15 1.011
2 C 2.6184 -1.3515 1.2294  C5 1.348, H9 1.079, H13 1.090
3 C -1.7661 0.3462 -0.4670  N1 1.462, C4 1.503, H10 1.088, H11 1.104
4 C -0.2829 0.4271 -0.2362  C3 1.503, C6 1.343, H8 1.085
5 C 1.8063 -0.5550 0.5068  C2 1.348, C6 1.443, H14 1.095
6 C 0.3648 -0.4903 0.5005  C4 1.343, C5 1.443, H12 1.088
7 H -3.1024 1.7355 -1.1657  N1 1.010
8 H 0.1636 1.4087 -0.3577  C4 1.085
9 H 3.5029 -1.0303 1.7565  C2 1.079
10 H -2.1106 -0.6525 -0.7278  C3 1.088
11 H -2.2079 0.4869 0.5348  C3 1.104
12 H -0.2143 -1.2764 0.9817  C6 1.088
13 H 2.2079 -2.3346 1.4610  C2 1.090
14 H 2.2320 0.1525 -0.2119  C5 1.095
15 H -1.5683 2.0997 -1.4640  N1 1.011

## Properties
Molar mass ... 83.1 g/mol
Lowest unoccupied orbital energy ... 0.526 eV
HOMO ... -8.100 eV
Energy relative to the best compared isomer or geometry (same formula, charge and spin) ... 246.7 kJ/mol
Charge ... 0